173
Properties=species:S:1:pos:R:3:forces:R:3 method="wB97M-V/def2-TZVPD" homo_lumo_gap_ev=3.8 e_lumo_ev=-0.88 e_tot_ev=-159865.39759 charge=-1
C -2.110 -0.953 7.224 0.3599 1.0044 -0.4443
C -3.645 -0.686 6.879 -1.2549 -2.4890 -0.8341
O -4.313 -1.653 6.485 1.5082 2.4693 1.1922
O -4.279 0.566 6.999 1.6240 -1.1792 -0.6192
C -3.831 1.489 5.934 0.8313 0.2425 0.5442
C -3.740 2.928 6.605 -0.9741 0.1062 -0.2173
C -3.290 4.105 5.610 0.5426 -0.1196 1.0210
C -2.247 3.671 4.479 0.5131 1.4541 -0.8983
C -2.848 3.760 2.971 -1.1758 -0.2335 0.9203
C -3.128 2.328 2.320 0.9377 -0.1986 0.1292
C -2.115 1.957 1.108 -0.1571 -1.0231 1.2907
C -2.812 0.946 0.080 0.5142 -0.5360 1.8888
P -2.919 1.548 -1.733 1.4933 -1.9675 1.1816
C -1.359 0.450 -2.107 1.3280 -0.0898 -1.1157
C -0.030 0.932 -1.372 0.3825 -1.0488 0.4739
C 1.308 0.797 -2.265 -0.4719 -0.8966 1.3483
S 1.961 2.408 -2.899 -0.1771 0.8186 0.8874
C 1.991 3.636 -1.518 -0.7194 -0.0179 0.4046
S 1.578 5.245 -1.747 0.5688 -1.9463 -0.2426
N 2.367 3.137 -0.186 -0.5847 0.9893 -1.2495
C 3.739 3.646 0.101 -0.0617 -0.9075 0.2763
C 4.125 3.040 1.564 -0.6834 1.1627 -1.0491
O 3.120 2.090 1.973 0.1926 1.0746 0.3290
C 1.850 2.771 2.209 -0.1688 -0.1856 -1.1547
C 1.466 3.635 0.888 0.3191 0.0624 1.0406
C -4.499 2.553 -1.334 -2.1584 1.3206 0.3631
C -4.309 4.005 -0.763 3.0971 0.1910 0.2659
O -3.287 4.589 -0.418 -3.2397 -1.9897 -1.0577
I -6.168 5.213 -0.584 -0.1293 -0.1024 0.0085
N -2.994 1.927 -3.503 -1.2366 2.1243 -1.8195
C -3.990 1.137 -4.253 -0.5433 0.2336 -1.4949
C -3.023 3.340 -3.798 -0.2929 1.2582 -0.4593
C -1.596 4.090 -3.830 0.2943 -1.7579 0.3871
O -4.031 4.032 -4.074 1.9942 -2.0661 0.3459
H -1.466 -0.346 6.496 -0.8777 -0.7274 1.0186
H -1.815 -0.606 8.266 -0.5931 -0.4510 -1.2816
H -1.815 -2.045 7.055 -0.9050 1.5861 0.3356
H -4.558 1.421 5.066 0.8048 0.2267 1.0641
H -2.819 1.081 5.590 -1.3416 0.9657 0.2391
H -3.123 2.899 7.572 -0.6069 -0.1893 -1.6164
H -4.806 3.183 6.951 1.4692 -0.4702 -0.3847
H -2.769 4.886 6.273 -0.8209 -1.0673 -0.9214
H -4.220 4.634 5.210 1.3399 -0.9012 0.1685
H -1.411 4.460 4.499 -1.0669 -1.1928 0.1221
H -1.727 2.676 4.673 -0.8642 1.2060 -0.1890
H -2.212 4.453 2.326 -0.8317 -1.1640 0.7123
H -3.876 4.259 3.103 1.5540 -0.4346 -0.3979
H -4.221 2.152 2.026 1.5252 0.6220 0.1826
H -2.926 1.555 3.149 -0.4072 0.9609 -1.2112
H -1.632 2.869 0.642 -1.0267 -0.9170 0.3519
H -1.260 1.383 1.626 -0.9692 0.9113 -0.8046
H -3.823 0.647 0.542 1.2506 0.4947 -0.8229
H -2.196 -0.026 0.107 -0.9218 1.3268 -0.1791
H -2.022 2.666 -1.521 -0.2739 0.0894 -0.0290
H -3.790 0.401 -2.005 -0.1196 0.1636 0.0645
H -1.561 -0.669 -1.923 0.3369 1.5820 0.0521
H -1.143 0.513 -3.227 -0.4851 0.1763 1.7883
H 0.123 0.231 -0.472 -0.0979 1.0991 -1.0200
H -0.059 1.984 -0.951 -0.3182 -1.1570 -0.6019
H 2.116 0.287 -1.641 -0.9618 0.7557 -0.9570
H 1.037 0.121 -3.148 0.7459 1.3293 0.9264
H 3.725 4.780 0.101 0.0659 -1.2776 -0.0182
H 4.416 3.267 -0.725 -0.6663 0.5292 1.0953
H 4.067 3.924 2.283 0.5770 -1.0901 -0.6076
H 5.162 2.590 1.472 -1.4679 0.3058 0.6062
H 1.092 1.935 2.364 1.0207 1.1950 -0.0780
H 1.909 3.466 3.108 -0.0092 -0.9068 -0.8991
H 0.371 3.507 0.620 1.4549 0.1835 0.2785
H 1.703 4.739 1.088 -0.5676 -1.2777 -0.2590
H -5.139 1.981 -0.567 0.9560 0.9072 -0.9291
H -5.192 2.652 -2.248 1.0286 0.0958 1.2841
H -5.078 1.302 -3.967 1.1281 -0.1420 -0.1188
H -3.904 1.447 -5.358 -0.2206 -0.4311 1.4743
H -3.801 0.016 -4.233 0.0866 1.4519 0.3228
H -1.448 4.585 -4.840 -0.4461 -0.3057 1.3675
H -1.450 4.778 -2.941 -0.4261 -0.5648 -1.2450
H -0.784 3.283 -3.743 -1.1167 1.1877 -0.0776
C -4.794 -7.243 5.100 0.1651 -0.1319 0.1974
C -4.062 -7.499 6.186 -0.0197 -0.1731 -0.3523
C -3.833 -6.462 7.216 0.1382 0.0300 0.2703
O -3.164 -6.693 8.207 -0.0970 0.0344 -0.1908
C -4.446 -5.135 6.997 -0.1396 0.1482 -0.1044
C -5.177 -4.880 5.912 0.0479 0.1496 0.2267
C -5.407 -5.915 4.881 -0.2162 0.0856 -0.3099
O -6.075 -5.684 3.892 0.1163 -0.0860 0.1972
H -4.972 -7.989 4.335 -0.0193 0.0333 -0.0296
H -3.606 -8.468 6.362 -0.0959 0.3734 0.0282
H -4.269 -4.389 7.761 0.0122 0.0162 -0.0345
H -5.632 -3.913 5.737 0.0623 0.0103 -0.0147
C -3.796 -12.377 6.262 -0.0735 -0.2781 -0.0996
C -3.339 -13.421 5.571 -0.2451 0.1371 0.1630
C -1.967 -13.434 5.019 0.1557 -0.3241 -0.2255
O -1.550 -14.385 4.386 -0.0919 0.1947 0.1442
C -1.122 -12.246 5.265 0.0524 0.2896 0.1185
C -1.579 -11.202 5.957 0.2389 -0.1002 -0.1515
C -2.951 -11.189 6.509 -0.0975 0.2129 0.2013
O -3.369 -10.237 7.142 0.1345 -0.5729 -0.0501
H -4.798 -12.350 6.673 0.0175 0.0453 0.0138
H -3.945 -14.299 5.382 0.0431 -0.0040 -0.0240
H -0.121 -12.273 4.855 -0.0211 -0.0372 -0.0159
H -0.974 -10.324 6.146 -0.0433 0.0105 0.0253
C -1.452 -4.664 -4.263 -0.0893 0.2088 0.0494
C -1.531 -3.351 -4.045 -0.2690 -0.1843 0.0519
C -0.355 -2.473 -4.227 0.0111 0.1769 0.0641
O -0.426 -1.275 -4.027 0.1913 -0.8959 -0.7355
C 0.910 -3.106 -4.659 -0.2258 -0.1182 -0.1065
C 0.988 -4.419 -4.877 0.0458 0.2495 0.0004
C -0.188 -5.297 -4.695 0.0437 -0.3100 -0.0312
O -0.118 -6.497 -4.896 -0.0205 0.1813 0.0097
H -2.302 -5.323 -4.134 0.0154 -0.0126 -0.0088
H -2.449 -2.871 -3.729 0.0177 0.0349 -0.0189
H 1.756 -2.451 -4.788 -0.2072 -0.0022 -0.0187
H 1.906 -4.899 -5.193 -0.0110 -0.0205 0.0063
C 5.514 6.767 1.425 -0.0893 0.1883 0.1522
C 5.875 7.902 2.025 -0.1946 -0.1714 -0.0472
C 7.289 8.334 2.062 0.0098 0.3111 0.1813
O 7.619 9.368 2.611 -0.0200 -0.1956 -0.1219
C 8.287 7.460 1.408 0.1134 -0.2544 -0.1644
C 7.926 6.325 0.808 0.2598 0.2027 0.0622
C 6.512 5.893 0.771 -0.1593 -0.2906 -0.1659
O 6.183 4.859 0.221 0.4518 0.3170 0.2079
H 4.484 6.437 1.389 -0.0058 0.0430 -0.0344
H 5.157 8.554 2.507 0.0107 0.0108 -0.0435
H 9.317 7.792 1.445 -0.0188 0.0319 0.0235
H 8.644 5.674 0.325 -0.0436 -0.0213 -0.0092
C 5.125 -2.581 -6.127 0.1463 0.0290 -0.2394
C 6.373 -2.750 -6.563 -0.3048 0.0877 -0.0883
C 7.441 -3.238 -5.664 0.3977 -0.0497 -0.0483
O 8.580 -3.391 -6.062 -0.2398 0.0257 0.0461
C 7.071 -3.532 -4.263 -0.2129 -0.0279 0.2091
C 5.823 -3.363 -3.826 0.1806 -0.1302 0.0347
C 4.755 -2.875 -4.726 -0.1750 0.0423 0.1561
O 3.613 -2.721 -4.331 0.9166 -0.0223 0.0108
H 4.331 -2.224 -6.771 -0.0170 0.0070 0.0327
H 6.661 -2.540 -7.586 0.0347 -0.0097 0.0245
H 7.864 -3.889 -3.619 0.0092 0.0318 -0.0197
H 5.537 -3.573 -2.804 -0.0013 0.0462 -0.0422
C -4.134 -4.879 -8.031 -0.0170 -0.2188 -0.2636
C -3.596 -5.268 -9.187 -0.2255 -0.0365 0.2235
C -2.396 -4.602 -9.738 0.1797 -0.0950 -0.3318
O -1.906 -4.955 -10.794 -0.1051 0.0593 0.2017
C -1.815 -3.489 -8.956 0.0106 0.1701 0.2450
C -2.353 -3.100 -7.800 0.2658 0.0530 -0.1895
C -3.553 -3.766 -7.250 -0.1510 0.1648 0.3622
O -4.041 -3.413 -6.195 0.0619 -0.1125 -0.1971
H -5.012 -5.355 -7.614 0.0102 0.0349 0.0360
H -4.008 -6.082 -9.772 0.0420 0.0166 -0.0241
H -0.937 -3.013 -9.374 -0.0116 -0.0287 -0.0297
H -1.941 -2.286 -7.215 -0.0517 0.0049 0.0314
C 3.791 10.560 -1.177 0.1406 0.2195 -0.1854
C 3.689 11.153 -2.366 0.1778 -0.0094 0.2881
C 2.638 10.762 -3.331 -0.1218 0.0910 -0.3795
O 2.547 11.303 -4.417 0.0649 -0.0626 0.2327
C 1.705 9.690 -2.925 -0.0798 -0.1756 0.1902
C 1.807 9.096 -1.736 -0.1656 -0.0103 -0.2087
C 2.857 9.487 -0.771 -0.0627 -0.2531 0.2964
O 2.951 8.948 0.316 0.0644 0.1402 -0.1782
H 4.554 10.833 -0.458 -0.0160 -0.0249 0.0263
H 4.364 11.941 -2.678 -0.0285 -0.0071 -0.0360
H 0.942 9.417 -3.644 0.0242 0.0125 -0.0109
H 1.132 8.308 -1.424 0.0407 -0.0084 0.0332
C 4.083 -1.396 -0.458 -0.2295 0.0332 0.0723
C 3.024 -1.521 0.343 0.1100 0.1370 -0.2634
C 3.054 -2.414 1.521 -0.4133 0.0783 0.1987
O 2.089 -2.531 2.251 0.2551 -0.0354 -0.1241
C 4.304 -3.162 1.778 0.3301 -0.1195 -0.0430
C 5.362 -3.037 0.977 -0.0899 -0.1497 0.2418
C 5.332 -2.143 -0.201 0.1371 0.1756 -0.1663
O 6.300 -2.028 -0.931 -0.1231 -0.1140 0.1230
H 4.079 -0.748 -1.325 0.0275 0.0036 -0.0079
H 2.101 -0.980 0.170 -0.0028 0.0086 0.0531
H 4.309 -3.811 2.645 -0.0402 0.0175 0.0038
H 6.285 -3.577 1.150 0.0118 0.0274 -0.0303

---

159
Properties=species:S:1:pos:R:3:forces:R:3 method="wB97M-V/def2-TZVPD" e_above_lowest_ev=0.368 homo_lumo_gap_ev=5.1 e_lumo_ev=3.69 e_tot_ev=-111197.47524 charge=-2
Ba 0.143 -0.141 -0.041 -0.8119 1.5623 -1.3919
C 2.944 -4.953 -4.140 -0.0130 0.0118 0.0245
C 1.693 -4.110 -4.419 0.0228 0.0144 0.0734
C 1.031 -3.614 -3.169 0.1268 0.1188 0.0131
C 0.027 -4.198 -2.460 -0.1328 0.0730 0.0914
C -0.697 -5.474 -2.760 0.0562 -0.0235 0.0593
C -0.164 -6.675 -1.968 -0.0005 0.0281 -0.0075
C -0.192 -3.359 -1.277 0.0866 -0.1115 0.1804
N 0.636 -2.293 -1.324 0.3735 -0.9071 -0.2688
C 1.424 -2.415 -2.422 0.0606 -0.0134 -0.0037
C 2.501 -1.578 -2.755 -0.0578 0.0959 0.2306
C 3.068 -0.519 -2.008 -0.0343 -0.1196 -0.1660
C 4.241 0.279 -2.394 -0.0999 -0.1676 -0.0970
C 5.044 0.179 -3.666 -0.0968 0.1203 0.0129
C 4.875 1.370 -4.627 -0.0049 -0.0357 0.0984
C 4.499 1.103 -1.340 -0.1602 0.0958 0.1057
C 3.503 0.793 -0.320 0.2171 0.0220 0.2774
C 3.548 1.263 1.008 -0.1411 -0.2251 -0.0994
C 2.776 0.848 2.100 0.1239 -0.0379 -0.0228
N 1.693 0.040 2.025 0.3524 -0.2634 0.5520
C 1.231 -0.158 3.279 -0.0453 -0.0673 -0.0275
C 0.128 -0.967 3.629 0.0852 -0.0487 -0.2082
C -0.579 -1.862 2.814 0.1690 -0.0831 0.0800
N -0.318 -2.084 1.506 -0.0182 -0.9616 0.5930
C -1.069 -3.130 1.097 0.0669 -0.0450 -0.1122
C -1.027 -3.701 -0.187 0.1985 0.1760 0.0157
C -1.882 -3.616 2.222 -0.0236 -0.0064 -0.1684
C -1.604 -2.807 3.277 0.0685 0.1044 -0.0161
C -2.182 -2.861 4.656 0.1411 -0.0579 0.0489
C -1.313 -3.661 5.637 0.0175 0.0224 -0.0283
C -2.792 -4.810 2.194 -0.0512 0.1116 -0.0658
C -4.192 -4.516 1.646 0.0308 0.0467 -0.0453
C 2.074 0.570 4.231 -0.1601 -0.1340 0.0714
C 3.032 1.196 3.498 0.0375 0.0968 -0.1633
C 4.174 2.033 3.984 0.0723 -0.0831 -0.0332
C 5.501 1.262 4.046 -0.0429 -0.0105 -0.0101
C 1.928 0.521 5.722 -0.0107 -0.0629 -0.0466
C 2.485 -0.773 6.331 -0.0051 0.0141 -0.0344
N 2.651 -0.147 -0.778 0.6685 -0.2655 -0.1771
C 5.615 2.092 -1.186 0.1042 -0.1740 0.0947
C 6.882 1.456 -0.595 -0.0290 0.0166 0.0235
H 3.429 -5.275 -5.068 -0.0329 0.0276 0.0401
H 3.664 -4.379 -3.553 -0.0341 -0.0340 -0.0275
H 2.685 -5.845 -3.563 0.0122 0.0462 -0.0182
H 1.972 -3.255 -5.043 -0.0399 -0.0203 -0.0133
H 0.978 -4.699 -5.000 -0.0066 0.0007 -0.0394
H -1.761 -5.347 -2.539 -0.0220 0.0042 -0.0152
H -0.624 -5.687 -3.830 -0.0320 -0.0142 -0.0380
H -0.196 -6.471 -0.896 0.0010 0.0011 -0.0295
H -0.749 -7.578 -2.166 0.0080 0.0248 -0.0072
H 0.876 -6.878 -2.232 -0.0059 0.0127 0.0106
H 3.000 -1.815 -3.690 -0.0328 0.0367 0.0198
H 6.105 0.092 -3.410 0.0133 -0.0204 0.0016
H 4.781 -0.742 -4.192 0.0386 0.0052 -0.0070
H 4.997 2.320 -4.103 0.0091 -0.0673 -0.0292
H 5.612 1.332 -5.436 -0.0395 -0.0258 0.0316
H 3.883 1.375 -5.075 -0.0314 -0.0013 0.0142
H 4.327 1.985 1.230 0.0152 0.0018 -0.0043
H -0.175 -0.934 4.671 -0.0057 0.0229 -0.0348
H -1.675 -4.559 -0.344 0.0340 0.0093 0.0127
H -2.313 -1.839 5.021 -0.0406 0.0054 0.0063
H -3.182 -3.301 4.612 -0.0306 -0.0049 0.0199
H -0.305 -3.239 5.689 -0.0740 -0.0254 -0.0049
H -1.738 -3.658 6.647 0.0132 0.0054 -0.0607
H -1.215 -4.700 5.308 -0.0043 0.0597 0.0116
H -2.328 -5.589 1.582 0.0187 -0.0578 0.0153
H -2.880 -5.219 3.204 0.0001 -0.0377 0.0199
H -4.126 -4.062 0.652 -0.0033 -0.0005 0.0860
H -4.797 -5.426 1.573 0.0437 0.0346 0.0144
H -4.715 -3.810 2.295 0.0032 -0.0257 -0.0393
H 4.293 2.898 3.325 0.0045 0.0314 0.0066
H 3.941 2.426 4.976 -0.0038 0.0537 0.0338
H 5.738 0.834 3.070 -0.0110 0.0183 0.0428
H 6.331 1.909 4.350 -0.0547 -0.0184 -0.0089
H 5.431 0.436 4.759 -0.0022 0.0335 -0.0416
H 2.441 1.377 6.166 -0.0243 0.0299 0.0322
H 0.871 0.615 5.988 0.0149 0.0290 0.0055
H 3.554 -0.864 6.121 -0.0399 -0.0045 0.0070
H 2.343 -0.803 7.417 0.0013 0.0203 -0.0670
H 1.990 -1.644 5.895 0.0277 0.0441 0.0178
H 5.857 2.543 -2.151 0.0168 0.0028 -0.0186
H 5.287 2.908 -0.539 0.0022 0.0402 -0.0096
H 7.250 0.653 -1.239 -0.0300 0.0235 0.0233
H 7.684 2.191 -0.473 -0.0269 -0.0121 -0.0073
H 6.666 1.019 0.384 0.0022 0.0167 -0.0547
C 1.255 4.230 -4.579 -0.0113 0.0540 -0.0876
C -0.018 4.654 -5.274 0.0929 -0.0114 -0.0475
C -0.026 5.845 -6.001 -0.0020 -0.0395 0.0290
C -1.130 6.284 -6.720 -0.0038 -0.1120 0.0718
C -2.279 5.504 -6.721 0.0618 -0.0303 0.0372
C -2.311 4.328 -5.991 -0.0422 0.0581 -0.0298
C -1.202 3.887 -5.260 -0.0997 -0.1785 0.1193
N -1.307 2.660 -4.593 0.2132 0.2995 -0.1059
C -0.758 2.338 -3.318 0.2064 0.1317 0.1158
N -0.640 3.444 -2.541 0.0568 -0.3417 0.2880
C -0.114 3.715 -1.203 -0.1134 0.0422 -0.4722
C 0.211 2.687 -0.335 0.0849 0.4188 0.0730
C 0.606 3.150 0.939 -0.0238 0.1342 0.0087
C 0.710 4.494 1.290 -0.0826 -0.0654 -0.2235
C 0.388 5.471 0.349 -0.0011 -0.1602 -0.0158
C -0.048 5.096 -0.918 0.0374 0.0149 0.0504
C -0.458 6.164 -1.910 -0.0139 0.0369 0.0637
N -0.444 1.120 -3.044 -0.4280 0.0358 0.0725
C -0.801 0.123 -3.986 0.4048 0.1002 0.0843
C -2.038 -0.503 -3.876 -0.1330 -0.0882 0.0092
C -2.412 -1.551 -4.709 0.0983 0.0818 0.0240
C -1.527 -2.001 -5.678 0.0910 0.0852 0.0299
C -0.288 -1.379 -5.797 -0.0431 0.0354 -0.0017
C 0.091 -0.318 -4.979 -0.0030 -0.0227 -0.0476
C 1.421 0.354 -5.172 -0.0271 -0.0161 -0.0234
H 2.118 4.625 -5.119 -0.0354 -0.0062 -0.0077
H 1.352 3.147 -4.524 -0.0145 -0.0383 -0.0497
H 1.304 4.590 -3.548 0.0289 -0.0546 -0.1019
H 0.887 6.434 -6.015 -0.0502 -0.0279 0.0114
H -1.089 7.214 -7.274 0.0032 -0.0113 0.0052
H -3.156 5.815 -7.277 0.0027 -0.0025 0.0015
H -3.213 3.724 -5.971 0.0509 0.0471 0.0092
H -2.035 2.038 -4.902 0.0377 -0.0799 -0.0911
H -1.028 4.253 -2.989 -0.0797 0.0746 0.0316
H 0.821 2.421 1.728 -0.0325 0.1428 -0.1399
H 1.022 4.783 2.291 -0.0156 -0.0028 -0.0220
H 0.451 6.527 0.599 -0.0036 -0.0171 -0.0036
H -0.310 7.154 -1.473 -0.0007 -0.0164 -0.0065
H -1.519 6.096 -2.187 0.0455 -0.0078 0.0217
H 0.118 6.131 -2.842 -0.0564 0.0290 0.0654
H -2.700 -0.157 -3.093 0.0489 0.0040 -0.0698
H -3.382 -2.017 -4.582 0.0293 0.0131 -0.0020
H -1.788 -2.835 -6.320 0.0156 0.0383 0.0153
H 0.416 -1.723 -6.553 -0.0538 0.0098 0.0664
H 2.154 -0.347 -5.579 -0.0285 0.0225 0.0206
H 1.801 0.743 -4.227 -0.0230 -0.0202 0.0064
H 1.333 1.188 -5.877 -0.0167 0.0234 0.0264
S -3.785 1.059 3.423 0.5289 0.0229 -0.5104
C -2.709 0.912 2.140 0.0856 0.0354 0.4788
N -1.916 0.795 1.286 -1.5333 0.4147 0.9033
O -3.111 -1.368 -0.451 -0.4358 0.5171 -0.3931
S -3.983 -0.230 -0.890 0.5005 -0.3761 0.3312
C -5.319 -0.123 0.313 0.0307 -0.1787 -0.1032
C -5.299 -1.041 1.342 -0.1558 -0.0271 0.0936
C -6.336 -1.032 2.269 -0.0379 0.0290 -0.0751
C -7.355 -0.096 2.167 0.0874 -0.0376 -0.0662
C -7.335 0.849 1.143 0.0359 -0.0571 0.0314
C -6.310 0.841 0.211 -0.0281 0.0783 -0.0033
C -5.001 -0.929 -2.218 0.0353 -0.1803 0.1960
C -5.725 -0.120 -3.077 -0.1149 0.0935 -0.1436
C -6.476 -0.701 -4.092 0.0664 -0.0277 0.0385
C -6.487 -2.084 -4.246 0.0050 0.0736 0.0429
C -5.733 -2.882 -3.393 0.0766 0.0209 0.1014
C -4.976 -2.304 -2.378 -0.1329 -0.1315 -0.1157
H -4.460 -1.721 1.416 -0.0237 0.0167 0.0157
H -6.324 -1.738 3.091 0.0151 0.0487 -0.0288
H -8.152 -0.079 2.901 0.0283 -0.0006 -0.0237
H -8.113 1.600 1.081 0.0002 0.0063 0.0086
H -6.281 1.588 -0.577 0.0103 -0.0648 0.0526
H -5.698 0.960 -2.967 0.0122 -0.0767 0.0051
H -7.039 -0.073 -4.773 0.0085 -0.0272 0.0347
H -7.075 -2.536 -5.037 0.0474 0.0184 0.0224
H -5.717 -3.958 -3.528 -0.0148 0.0528 0.0143
H -4.348 -2.893 -1.714 -0.0608 0.0771 -0.0653

---

Number 1: molecular weight 1514.39 g mol⁻¹. Number 2: molecular weight 1258.91 g mol⁻¹.